[1]
The following is a quantum chemistry calculation of C5H7N3 in the gas phase, from the Open Molecules 2025 dataset.

ORCA input file:
```
! RIJCOSX wB97M-V def2-TZVPD def2/J DEFGRID3
* xyz 0 1
C 1.30418 1.38445 -1.20503
C 1.14958 0.24316 -0.55104
C -0.11716 -0.52612 -0.46489
C -1.16447 -0.20646 -1.59918
N -2.13689 0.00789 -2.17632
N -0.07993 -1.80446 0.12359
C -0.89871 -0.54504 0.80540
N -0.59338 0.29718 1.84477
H 2.27885 1.82733 -1.33350
H 0.51792 1.80025 -1.81694
H 1.94969 -0.15041 0.06614
H 0.38485 -2.22107 0.92797
H -1.95108 -0.81389 0.76473
H 0.36071 0.63889 1.87500
H -1.00417 0.06832 2.73931
*
```

Results
- ΔE to the lowest compared entry with this formula, charge and spin (eV) = 4.265
- highest occupied orbital energy (Ha) = -0.32816
- SMILES string = C=C[C@@]1(C#N)N[C@H]1N
- lowest unoccupied orbital energy (eV) = 0.8
- orbital gap (eV) = 9.7
- E (Ha) = -358.8616

natural (NBO) population analysis, charges in e, atoms 1 to 8: atom 1 (C): -0.348, atom 2 (C): -0.216, atom 3 (C): -0.019, atom 4 (C): 0.273, atom 5 (N): -0.328, atom 6 (N): -0.695, atom 7 (C): 0.124, atom 8 (N): -0.815



[2]
The following is a quantum chemistry calculation of C5H6O in the gas phase, from the Open Molecules 2025 dataset.

ORCA input file:
```
! RIJCOSX wB97M-V def2-TZVPD def2/J DEFGRID3
* xyz 0 1
C -2.37781 -0.08089 0.63597
C -1.44328 -0.03615 -0.15203
O -0.84417 -0.66815 -1.46817
C 0.21364 0.19335 -1.51808
C 0.90990 0.47435 -0.40713
C 1.12532 -0.29504 0.88291
H -3.20923 -0.16019 1.32808
H 0.34323 0.74141 -2.45478
H 1.65266 1.24574 -0.53867
H 1.15489 0.41065 1.72063
H 0.36166 -1.04014 1.10656
H 2.11318 -0.78493 0.86470
*
```

Results
- ΔE to the lowest compared entry with this formula, charge and spin (eV) = 5.203
- highest occupied orbital energy (Ha) = -0.32416
- SMILES string = C#CO/C=C\C
- lowest unoccupied orbital energy (eV) = 0.1
- orbital gap (eV) = 9.0
- E (Ha) = -269.1550

natural (NBO) population analysis, charges in e, atoms 1 to 8: atom 1 (C): -0.293, atom 2 (C): 0.218, atom 3 (O): -0.468, atom 4 (C): 0.121, atom 5 (C): -0.263, atom 6 (C): -0.649, atom 7 (H): 0.253, atom 8 (H): 0.196



[3]
The following is a quantum chemistry calculation of C18H13FN2O3 in the gas phase, from the Open Molecules 2025 dataset.

ORCA input file:
```
! RIJCOSX wB97M-V def2-TZVPD def2/J DEFGRID3
* xyz 0 1
O 0.72377 -1.53625 -0.64703
C 1.43849 -0.54820 -0.73487
N 1.87533 0.16071 0.33505
C 1.74770 -0.26404 1.68765
C 2.87713 -0.77108 2.32124
C 2.82049 -1.17954 3.64007
C 1.63341 -1.06958 4.34513
C 0.51467 -0.54536 3.72675
C 0.55087 -0.14812 2.39361
C -0.69370 0.48556 1.83182
O -1.16429 1.48451 2.33622
N -1.21131 -0.19602 0.78173
C -2.31933 0.12428 -0.00313
C -2.52761 -0.63617 -1.15456
C -3.60504 -0.37949 -1.97815
C -4.47327 0.64350 -1.63973
F -5.53050 0.89975 -2.44417
C -4.28696 1.40985 -0.50478
C -3.20632 1.14935 0.31751
C 1.86786 -0.01222 -2.02842
C 1.54632 -0.42699 -3.29622
C 2.22408 0.44110 -4.17687
C 2.90698 1.31765 -3.38724
O 2.70200 1.05591 -2.09066
H 2.54865 0.89306 0.15665
H 3.80123 -0.84492 1.76606
H 3.70319 -1.57824 4.11658
H 1.58374 -1.38146 5.37700
H -0.40937 -0.42839 4.27237
H -0.66750 -0.98626 0.43362
H -1.83121 -1.42484 -1.39834
H -3.77846 -0.95845 -2.87137
H -4.98293 2.19969 -0.27089
H -3.04259 1.73862 1.20401
H 0.90676 -1.24773 -3.54571
H 2.20684 0.41800 -5.24666
H 3.55087 2.14184 -3.62426
*
```

Results
- highest occupied orbital energy (Ha) = -0.30184
- SMILES string = O=C(Nc1ccccc1C(=O)Nc1ccc(F)cc1)c1ccco1
- lowest unoccupied orbital energy (eV) = 0.4
- orbital gap (eV) = 8.6
- E (Ha) = -1128.8589

natural (NBO) population analysis, charges in e, atoms 1 to 8: atom 1 (O): -0.642, atom 2 (C): 0.653, atom 3 (N): -0.632, atom 4 (C): 0.215, atom 5 (C): -0.236, atom 6 (C): -0.196, atom 7 (C): -0.205, atom 8 (C): -0.161



[4]
The following is a quantum chemistry calculation of C2H2NO2P in the gas phase, from the Open Molecules 2025 dataset.

ORCA input file:
```
! RIJCOSX wB97M-V def2-TZVPD def2/J DEFGRID3
* xyz 0 1
C 0.64861 0.49801 -0.19619
C 0.08279 -0.35963 0.63684
N -1.05194 0.57286 -1.81698
O 0.13791 0.95779 -1.42646
O 0.54539 -0.69343 1.89843
P -2.10331 -0.40113 -1.16021
H 1.63027 0.88918 -0.12040
H 0.11027 -1.46366 2.18497
*
```

Results
- ΔE to the lowest compared entry with this formula, charge and spin (eV) = 5.796
- highest occupied orbital energy (alpha / beta) (Ha) = -0.31555 / -0.31444
- lowest unoccupied orbital energy (alpha / beta) (eV) = -1.1 / -1.1
- orbital gap (alpha / beta) (eV) = 7.5 / 7.5
- E (Ha) = -623.7952

How is the electron density shared among the atoms? According to natural (NBO), the charges in e are: atom 1 (C): -0.124, atom 2 (C): 0.108, atom 3 (N): -0.464, atom 4 (O): -0.277, atom 5 (O): -0.688, atom 6 (P): 0.745, atom 7 (H): 0.213, atom 8 (H): 0.488



[5]
The following is a quantum chemistry calculation of a molecular structure, C8H12, from the Open Molecules 2025 dataset.

ORCA input file:
```
! RIJCOSX wB97M-V def2-TZVPD def2/J DEFGRID3
* xyz 0 1
C -0.92658 1.00876 0.58814
C -1.10780 1.54977 -0.74771
C -0.72617 -0.66424 0.62454
C -0.55091 -1.22078 1.87501
H -1.82015 1.11459 1.19351
H -0.06470 1.40853 1.11857
H -1.54352 -1.10980 0.05351
H -0.56322 0.51036 -1.55616
H -0.41136 2.29153 -1.11998
H -2.12107 1.65510 -1.12210
H -1.15755 -2.04720 2.22058
H 0.21525 -0.85068 2.54621
C 0.67320 -0.90203 -0.49825
C 0.30545 -0.38815 -1.81230
C 1.84179 -0.32175 0.11088
C 2.78842 0.18726 0.65094
H 0.68962 -1.98386 -0.44984
H -0.18692 -1.10170 -2.46754
H 1.02652 0.24202 -2.32190
H 3.63967 0.62226 1.11389
*
```

Results
- ΔE to the lowest compared entry with this formula, charge and spin (eV) = 5.760
- highest occupied orbital energy (alpha / beta) (Ha) = -0.27737 / -0.25342
- lowest unoccupied orbital energy (alpha / beta) (eV) = 0.3 / 0.0
- orbital gap (alpha / beta) (eV) = 7.9 / 6.9
- E (Ha) = -311.7747

natural (NBO) population analysis, charges in e, atoms 1 to 8: atom 1 (C): -0.438, atom 2 (C): -0.474, atom 3 (C): -0.220, atom 4 (C): -0.358, atom 5 (H): 0.222, atom 6 (H): 0.220, atom 7 (H): 0.200, atom 8 (H): 0.234



[6]
The following is a quantum chemistry calculation of 2 unconnected molecules or ions with the total composition C3H11N3O3, from the Open Molecules 2025 dataset.

ORCA input file:
```
! RIJCOSX wB97M-V def2-TZVPD def2/J DEFGRID3
* xyz 0 1
O 1.11062 -2.28539 1.31877
C 0.30798 -2.48589 0.44366
O -1.02630 -2.29326 0.57138
O 0.59175 -3.10302 -0.70141
H -1.20565 -1.78368 1.37185
H -0.20145 -3.13878 -1.25516
C 1.06688 0.12238 -1.73743
N 0.56475 -0.25089 -0.42250
N -0.52052 0.48670 0.07662
N -0.22581 1.86829 0.26772
C -0.77928 2.34539 1.51914
H 1.85300 -0.57887 -2.00671
H 1.46133 1.14413 -1.77377
H 0.25318 0.03182 -2.46164
H 1.30978 -0.27289 0.30319
H -1.31468 0.33370 -0.54881
H -0.53310 2.45114 -0.50928
H -1.87611 2.29499 1.56172
H -0.37017 1.73509 2.32257
H -0.46620 3.37906 1.66011
*
```

Results
- ΔE to the lowest compared entry with this formula, charge and spin (eV) = 2.266
- highest occupied orbital energy (Ha) = -0.33025
- SMILES string = O=C(O)O.CNNNC
- lowest unoccupied orbital energy (eV) = 0.6
- orbital gap (eV) = 9.6
- E (Ha) = -510.8401

natural (NBO) population analysis, charges in e, atoms 1 to 8: atom 1 (O): -0.651, atom 2 (C): 1.018, atom 3 (O): -0.723, atom 4 (O): -0.677, atom 5 (H): 0.510, atom 6 (H): 0.495, atom 7 (C): -0.433, atom 8 (N): -0.489